Below is C26H44BeBrN3P2S as an isolated structure at a distorted geometry, with properties calculated with ωB97M-V/def2-TZVPD.

Geometry as XYZ:
```
78
Properties=species:S:1:pos:R:3:forces:R:3
N -5.121264 3.593554 -3.304386 -0.3 -0.2 0.3
C -5.162288 3.925907 -2.006942 0.5 -0.3 -0.2
C -4.453390 3.215771 -1.026168 0.1 -0.3 0.2
C -3.612137 2.135849 -1.434955 -0.9 -1.2 -0.7
C -3.698263 1.726925 -2.788893 -0.2 0.8 -0.2
C -4.474482 2.484296 -3.677158 0.5 -0.4 0.5
C -2.617151 1.550353 -0.555745 -0.2 2.3 -1.3
Be -1.201758 0.187364 0.335845 0.3 -2.2 1.4
P 3.660632 -0.538356 0.583979 2.7 -0.5 0.6
C -1.307288 1.162884 -1.031042 -1.7 -0.3 -0.2
C -0.163218 2.110606 -0.995448 0.3 0.6 0.5
C 0.826283 2.036673 -1.987960 0.0 -0.1 0.1
C 1.879252 2.949336 -1.988207 -0.6 0.1 0.4
C 1.875957 4.001817 -1.059471 -0.5 -0.8 0.2
C 0.871396 4.112985 -0.083146 -0.1 -0.4 -0.2
C -0.149569 3.156462 -0.061130 0.5 0.2 0.0
Br 3.262879 5.217920 -1.118188 0.5 0.5 0.1
H -2.855160 1.648855 0.515412 0.4 0.8 -0.5
H -1.276180 0.518354 -1.912712 -0.5 0.8 -0.4
H -4.525420 3.542332 0.014033 0.2 -0.2 -0.3
H -3.167137 0.844916 -3.138030 -0.1 0.2 0.0
H -5.764249 4.806694 -1.745885 0.3 -0.4 -0.1
H -4.532796 2.181176 -4.725218 -0.1 0.3 0.3
H 0.728763 1.307033 -2.797717 0.2 0.1 0.4
H -0.983464 3.246734 0.639197 0.3 0.1 -0.1
H 2.705855 2.839383 -2.682106 -0.2 0.2 -0.1
H 0.887065 4.918578 0.654924 0.0 -0.2 -0.4
P -1.312635 -1.951883 0.061187 0.0 -0.8 -0.1
C 3.641388 1.260429 0.876000 -0.2 0.3 0.0
C 5.035097 1.833025 0.551458 0.1 0.2 0.2
H 3.430038 1.388422 1.951032 0.1 0.0 -0.2
H 2.848497 1.773641 0.313284 0.1 0.0 0.1
H 5.138458 2.867524 0.895071 -0.1 -0.1 -0.1
H 5.812091 1.246188 1.066646 -0.3 0.1 -0.3
H 5.248658 1.820294 -0.526926 -0.1 -0.1 0.3
C 3.257683 -0.855728 -1.157621 -0.6 0.0 -0.3
C 4.336223 -1.708331 -1.854159 -0.2 0.0 0.0
H 3.159753 0.124676 -1.642700 -0.1 -0.2 0.0
H 2.280600 -1.356513 -1.188529 0.2 0.2 -0.4
H 4.116830 -1.803519 -2.921450 0.0 0.0 0.1
H 5.336739 -1.271808 -1.755918 -0.3 0.0 0.1
H 4.374731 -2.719679 -1.435474 0.0 0.2 0.0
C 2.544560 -1.277852 1.814712 -0.9 0.2 -0.2
C 3.325291 -1.850977 3.007494 0.0 -0.1 0.0
H 1.975376 -2.076628 1.312554 0.1 0.2 0.2
H 1.851857 -0.468167 2.118707 0.0 -0.8 0.0
H 2.716222 -2.578987 3.558598 0.1 0.2 0.1
H 4.233616 -2.374184 2.682813 -0.3 0.1 -0.1
H 3.654853 -1.062861 3.694553 -0.1 -0.1 -0.1
C -0.920041 -2.875051 1.608058 0.2 0.3 0.2
C -1.496380 -4.285834 1.711049 0.0 -0.3 0.1
H -1.267196 -2.250478 2.447027 0.1 -0.3 -0.3
H 0.178089 -2.910566 1.692724 -0.3 0.1 -0.1
H -2.533882 -4.289182 2.068739 0.2 0.1 -0.2
H -1.459594 -4.816583 0.753246 0.0 0.0 0.2
H -0.906983 -4.865965 2.433069 -0.2 0.1 -0.2
C -0.196954 -2.667726 -1.208133 0.2 -0.2 0.1
C -0.379299 -2.196728 -2.656997 -0.1 0.0 -0.1
H -0.299006 -3.765771 -1.171842 0.1 0.3 0.1
H 0.822974 -2.423133 -0.864090 -0.4 -0.2 -0.1
H -1.336992 -2.532854 -3.075427 0.2 0.1 0.1
H -0.328764 -1.106352 -2.768256 0.1 -0.2 0.1
H 0.422575 -2.618646 -3.282452 -0.3 0.1 0.2
C -3.008337 -2.547211 -0.411920 0.2 0.1 -0.3
C -4.173182 -2.228232 0.543871 -0.1 0.0 0.0
H -2.907030 -3.644095 -0.519539 0.1 0.5 -0.1
H -3.213844 -2.136106 -1.417872 0.1 -0.3 0.4
H -4.647488 -1.267895 0.290717 0.2 -0.2 0.2
H -4.943894 -3.007588 0.428790 0.3 0.4 0.1
H -3.872546 -2.216763 1.604443 -0.1 0.0 -0.4
N 0.447491 1.169144 2.961498 -1.2 -0.6 -0.1
C -0.589394 0.334441 3.193704 1.2 0.9 1.7
N -0.552624 -0.407757 4.327680 0.0 -0.3 -1.3
S -2.022474 0.340227 2.262675 0.2 0.5 -0.1
H 1.201482 1.269420 3.629408 -0.1 -0.1 0.0
H 0.342788 1.912860 2.279711 0.1 -0.2 0.0
H -1.343719 -1.033516 4.452137 0.3 0.1 0.1
H 0.345457 -0.773533 4.643767 -0.3 0.4 0.2
```
Positions in Å, forces in eV/Å.

Results
* max |F|: 2.848 eV/A
* energy relative to the best compared isomer or geometry (same formula, charge and spin): 33.51 kJ/mol
* HOMO (spin up / spin down): -12.07 / -12.07 eV
* net charge: +2
* gap between HOMO and LUMO (spin up / spin down): 3.496 / 3.495 eV
* calculated total energy: -4850.4472 Eh

Atomic partial charges in e from the Mulliken method, atoms 1 to 4:
1. N -0.472
2. C -0.414
3. C -0.526
4. C -0.021